1.
46
Properties=species:S:1:pos:R:3:forces:R:3 method="wB97M-V/def2-TZVPD" gap_ev="8.97 / 2.80" molar_mass_da=264.3 charge=+2 relative_energy_ev=6.3071 spin_multiplicity=2 lumo_ev="-6.6 / -12.8" e_tot_ev=-27613.781
C 1.6359 -1.7336 2.7791 2.1356 -0.4829 -4.4683
O 1.8746 -2.7205 1.7226 -0.2547 -1.7046 -0.8166
C 1.0820 -0.5603 2.0039 -6.1679 -0.2438 2.1919
C 1.7929 0.1646 0.8872 -1.8287 0.5490 -2.1987
C 1.8302 -0.6285 -0.4448 -1.9674 0.8261 1.7504
C 0.0625 -1.3217 -1.8904 -2.3962 3.7487 -1.0675
N 0.6022 -0.3289 -1.2348 1.6657 -3.1838 -0.1196
H 0.9324 -2.3477 3.3083 -0.6305 0.5796 1.4747
H 2.6242 -1.4899 3.1154 0.1991 -0.0366 1.5069
H 2.3854 -3.5652 1.8932 -0.0514 1.3938 0.0846
H 0.8130 0.0659 2.9140 0.1769 0.2089 -1.4917
H -0.1198 -0.8826 1.5699 3.5539 0.9793 1.1725
H 1.2778 1.2238 0.7384 0.5667 -2.1769 0.1165
H 2.7603 0.3565 1.1424 2.9500 0.4626 0.9707
H 2.7569 -0.8754 -0.9766 0.0774 1.0704 -0.6766
H 1.8343 -1.7223 -0.0533 -0.5083 -0.1050 0.3332
H -0.8489 -1.0903 -2.5125 1.5906 -0.4922 1.0023
H 0.5416 -2.2116 -1.9788 1.3895 -2.6457 0.1467
H 0.1203 0.5745 -1.2342 0.1238 -0.0814 0.3001
H -2.7668 -0.0179 -3.5832 -1.1223 -2.0089 -0.1781
H -2.7571 -1.5883 -3.4732 0.0982 -0.0750 -0.0838
O -3.3024 -0.8544 -3.7597 0.4365 1.5027 0.1081
H 1.5277 3.8298 -0.2171 -0.6999 2.6064 -0.6230
H 2.3551 3.0492 0.8259 -0.6776 0.3558 -1.0859
O 1.7702 2.9804 0.0316 1.5559 -2.7972 1.6413
H -1.9465 0.0162 0.1942 0.0599 -0.2066 -0.5690
H -2.1988 1.4612 0.2780 -0.4073 1.0342 0.6684
O -1.6678 0.8503 -0.2140 0.2146 -0.5586 0.3587
H -2.7203 -2.3797 -0.9629 -0.4132 -0.3062 -0.0406
H -1.5331 -2.5786 0.0968 -0.4974 -0.3697 -0.5417
O -1.8436 -2.1004 -0.7072 0.9189 0.7523 0.3243
H -1.9052 2.6349 2.2626 0.4019 1.6679 -0.2065
H -3.1580 2.3073 3.2266 0.4939 0.3859 -0.3571
O -2.4262 1.9798 2.6875 -0.9230 -2.2728 0.5735
H -0.3510 -3.5341 1.7340 4.1804 -0.8000 1.2807
H -1.6123 -2.9610 2.0045 -2.6058 2.0863 2.9881
O -1.1761 -3.4552 1.3942 -1.5987 -1.5069 -3.7090
H -0.6639 4.5323 1.5427 2.1503 2.8333 1.5994
H -1.9992 4.3699 0.8134 1.9500 -1.0280 0.9177
O -1.1815 3.8848 1.1852 -4.0631 -1.5478 -2.6752
H -1.0572 1.1824 -3.6045 -0.5619 -1.5529 1.9093
H -1.5879 1.3886 -2.1267 0.1533 -1.9124 -1.0995
O -1.3300 0.6374 -2.7680 0.3679 4.9762 -1.5069
H 3.3822 1.4770 -3.4770 -1.2261 -1.7159 -0.8045
H 3.2999 1.2285 -2.1641 -1.3066 -1.6572 -0.4484
O 2.8920 0.7530 -2.9684 2.4969 3.4492 1.3483

***

2.
45
Properties=species:S:1:pos:R:3:forces:R:3 method="wB97M-V/def2-TZVPD" gap_ev=9.77 molar_mass_da=248.3 charge=+1 relative_energy_ev=2.4237 lumo_ev=-2.6 e_tot_ev=-25583.228
C -1.5465 0.2253 0.8717 -0.9376 1.1116 0.8381
C -0.9803 -0.5321 -0.3236 1.6948 -0.2660 2.4103
C -1.3183 -2.0228 -0.1701 -2.0371 -0.3712 -1.1272
C -2.7691 -2.2149 -0.5379 -1.0221 -0.2853 0.2782
C -3.7838 -2.4198 0.3055 0.6968 -0.7643 -0.6484
N 0.5616 -0.5210 -0.0779 -0.4588 -0.2803 -1.0650
H -0.7778 0.4686 1.6068 -0.1829 -0.5840 0.2506
H -1.9731 1.2164 0.7067 0.3191 0.1911 -0.8593
H -2.4494 -0.1810 1.3385 0.5170 -0.8551 -0.0458
H -1.1906 0.0442 -1.2131 0.0352 -0.8776 -0.6129
H -1.2529 -2.3562 0.8732 0.5398 0.3672 -0.1139
H -0.7556 -2.6902 -0.8283 0.4317 0.2549 0.0849
H -3.0906 -2.2268 -1.5696 0.5193 0.6744 -0.3741
H -4.7815 -2.4665 -0.1146 -0.0221 -0.1379 0.2600
H -3.6148 -2.8032 1.3003 -0.1395 0.6387 0.5008
H 1.0796 -0.6240 -0.9572 -0.0337 0.4221 -0.0505
H 0.8909 -1.3882 0.4202 -0.1676 0.5849 0.4290
H 0.8728 0.3253 0.4057 0.3038 -0.0834 -0.0784
H 3.0136 -1.5288 -3.4352 -0.3027 0.0625 -0.1449
H 1.5594 -1.1891 -3.9244 0.4951 -0.2255 0.0812
O 2.2172 -1.0199 -3.2340 -0.3988 0.2479 0.1831
H 2.1444 -0.7111 3.9524 0.7702 0.1996 -0.1048
H 0.9852 -1.5266 3.6358 0.7316 -0.5103 -0.1409
O 1.9654 -1.6008 3.6446 -1.4274 -0.0095 0.1183
H 1.3201 -3.5294 0.8520 -0.0270 -0.1398 -0.3611
H 2.1412 -2.7953 1.8666 0.0450 0.6985 -0.3531
O 1.8163 -2.7089 0.9455 -0.0147 -0.6848 0.7571
H 0.9371 1.4267 -3.4421 -0.1404 0.3309 -0.1693
H 0.3442 2.6606 -4.1570 0.0076 -0.1224 0.1119
O 0.4412 2.2472 -3.2896 0.2195 -0.3992 0.0117
H -0.3862 2.5158 0.3046 -0.3004 0.1064 -0.4648
H 0.9064 3.0961 0.8419 -0.8213 -0.1367 -0.0614
O 0.0523 2.6935 1.1291 1.2606 0.5511 0.3863
H -4.0343 1.1154 -2.0569 0.7408 0.0055 0.2971
H -2.7277 1.5526 -1.2899 -0.6144 -0.0799 -0.3590
O -3.1361 0.8330 -1.7970 -0.3293 0.2517 -0.0779
H 3.3895 1.6638 -0.0894 -0.2397 -0.0355 0.2733
H 3.0256 1.2795 1.3484 0.2201 -0.0908 0.8056
O 2.6762 1.3133 0.4664 0.1336 0.0009 -0.9351
H 0.8887 1.9550 2.6721 -0.2497 -0.3630 0.2483
H 1.1295 1.1697 4.0230 -0.1536 0.3978 -0.4935
O 1.1385 1.0944 3.0549 0.2695 -0.0346 0.4089
H 1.7029 4.0569 -1.7518 -0.1139 0.1706 -0.1393
H 1.6476 2.6077 -1.3310 -0.0970 -0.0106 -0.1979
O 1.7214 3.4954 -0.9752 0.2807 0.0791 0.2440

***

3.
45
Properties=species:S:1:pos:R:3:forces:R:3 method="wB97M-V/def2-TZVPD" gap_ev=9.78 molar_mass_da=248.3 charge=+1 relative_energy_ev=4.0805 lumo_ev=-2.4 e_tot_ev=-25581.571
C -0.0575 0.2438 -0.6166 -2.0165 0.1561 0.0191
C -1.0897 0.7380 -1.6713 -1.4715 0.2491 0.0101
C -1.0490 -0.1197 -2.9864 -0.9763 0.8438 1.1186
C 1.2603 0.7035 -3.3489 1.1777 1.9134 0.6786
C 0.2180 -0.0095 -3.7558 0.6339 0.3970 0.2746
N -0.7514 -0.8042 0.2353 1.8450 5.4930 5.3185
H 0.7704 -0.3434 -0.9537 0.8374 0.5574 -0.7390
H 0.2121 1.1019 0.0418 0.0734 -0.9101 -0.3372
H -0.9793 1.8146 -1.9212 0.4906 -0.6692 0.1645
H -2.1718 0.7739 -1.1682 2.1900 -0.5474 -1.0522
H -1.0642 -1.1758 -2.6613 -0.8152 0.1150 -0.4283
H -1.9086 0.1997 -3.6689 0.9300 -0.9193 1.0004
H 1.3811 1.3412 -2.4481 -1.5498 -0.7440 0.1194
H 2.2045 1.0574 -3.7586 -0.0759 -1.4400 -1.5060
H 0.1791 -0.6453 -4.6341 0.5446 0.3490 -0.2781
H -1.5567 -0.3489 0.7541 0.2038 -1.0286 -0.9071
H -0.0809 -0.9335 1.0833 -1.1276 -0.6384 -1.6758
H -0.9966 -1.6584 -0.1041 -0.9678 -3.2365 -1.4745
H -3.7301 -3.4282 -0.7609 -0.3470 -0.3389 0.4133
H -2.9335 -2.7933 -1.8279 0.0061 0.4096 0.8122
O -3.1345 -2.6888 -0.8713 0.2285 0.0373 -1.3331
H 3.4003 -0.3219 0.3302 0.7089 0.9431 0.7205
H 3.7508 -1.6776 -0.3376 -0.6766 0.8359 0.1917
O 3.0281 -1.0368 -0.1507 -0.1739 -2.0663 -1.0286
H -3.6940 -1.3596 1.7082 -4.1663 -4.7790 -1.0090
H -3.5813 0.0103 2.5534 -0.4054 -1.0969 -0.7530
O -3.2372 -0.6513 1.9207 4.6758 6.0724 1.5498
H 2.1831 -1.4686 2.8564 -0.8168 -0.3178 0.1915
H 2.0626 -2.0620 1.5383 -0.9028 -0.3492 0.8613
O 1.5783 -2.1035 2.4155 1.4229 0.8248 -1.4350
H 3.5933 2.9299 0.3005 -0.2501 4.0159 2.8106
H 4.3023 2.4191 -0.8982 -0.3327 -0.2074 0.3356
O 3.6269 2.2157 -0.2290 0.5358 -3.8396 -2.9991
H -0.5722 -3.5600 1.6788 3.2512 -1.3312 3.5395
H -2.1000 -3.3607 1.5219 -0.1014 -0.2513 0.6187
O -1.2349 -3.3333 1.1325 -2.8644 1.4250 -3.9598
H 4.0919 0.0878 3.0540 -1.1757 0.5832 -1.1592
H 3.4942 1.0253 1.9372 0.4784 1.1949 -0.5107
O 3.3211 0.2497 2.4388 0.8994 -1.5401 1.7894
H 0.3292 4.5281 -0.8522 -0.9352 -1.1289 1.3020
H -0.2019 5.0450 0.4641 -0.1282 -2.1474 -0.7647
O -0.1492 4.1604 -0.0411 1.0844 3.2283 -0.5372
H -2.5893 3.3026 2.3591 0.0061 0.6114 -0.2171
H -2.1696 2.1148 3.1193 2.8332 -1.2123 2.6122
O -2.8060 2.3977 2.5496 -2.7799 0.4842 -2.3475

***

4.
49
Properties=species:S:1:pos:R:3:forces:R:3 method="wB97M-V/def2-TZVPD" gap_ev=8.97 molar_mass_da=295.3 charge=-1 relative_energy_ev=4.3883 lumo_ev=2.9 e_tot_ev=-31189.078
C 2.4013 -2.6260 1.0702 -0.6691 3.7148 -3.1538
O 2.7198 -1.4010 0.1606 -0.7025 0.0635 0.9930
C 1.3291 -3.4305 0.2761 -0.1729 -1.1564 4.5346
C 0.2286 -2.4934 -0.1288 -1.5899 -2.4546 1.5033
C -1.1587 -3.2725 -0.2099 -1.5047 -1.0421 1.8006
N -3.4780 -0.6585 0.8795 -2.2769 1.6366 1.8959
C -3.1198 -1.8405 0.8050 2.7648 -0.4871 -3.9771
N -2.2895 -2.2975 -0.2657 -0.3712 -3.3641 2.6635
H 2.0824 -2.0557 1.9859 0.1373 -1.6657 -0.3898
H 3.3578 -3.0886 1.0284 0.6263 -0.6219 0.9291
H 1.7363 -4.0835 -0.4714 0.4547 -0.0145 -0.6114
H 0.9215 -4.1829 1.1028 0.5475 1.1651 -1.5977
H 0.2111 -1.7199 0.6690 -0.5913 -0.2042 -0.9209
H 0.4934 -2.1230 -1.0659 -0.1366 1.3635 -1.3157
H -1.3531 -4.0743 -1.0035 1.0345 1.4454 0.3260
H -1.3316 -3.9943 0.7221 0.5535 1.8598 -1.3275
H -3.2524 0.1412 0.2851 0.7137 -1.1692 -0.1639
H -3.4916 -2.6984 1.3140 -0.3974 -0.1802 1.3756
H -2.0802 -1.6482 -0.9151 0.6998 3.0984 -2.4504
H 0.1800 3.5626 -0.1269 0.5777 0.5949 -0.0114
H 1.1026 5.0653 0.3803 -2.3626 -2.2620 -0.8104
O 0.2318 4.5573 0.1612 1.6593 1.9665 0.8901
H 0.3245 1.1331 0.2684 1.3986 -0.1852 0.4622
H -1.0636 2.3228 0.2577 -3.5684 0.4089 4.2322
O -0.4872 2.2734 -0.4097 3.6917 -1.1826 -3.4717
H -1.2930 2.3646 -3.3431 -0.6877 0.2360 0.9014
H -1.7515 1.5511 -4.5405 -0.1982 -0.0439 0.2066
O -0.9755 1.9146 -4.1138 1.1266 -0.1742 -1.5435
H 4.4415 0.6608 1.1071 -0.0726 0.5445 1.8403
H 3.6950 0.4039 2.4974 2.5417 2.1423 -1.6113
O 4.4427 1.0159 2.0526 -2.5521 -2.7562 -0.3005
H 0.2813 1.8735 3.5220 -0.2248 -1.6582 -1.8140
H 0.4097 3.0126 4.2148 0.5547 6.3617 -0.3899
O 0.3261 2.1616 4.4056 -0.3355 -4.7533 2.1302
H 2.3757 -1.5561 -2.7298 0.1579 -0.4039 -0.5852
H 1.8110 -2.8367 -2.2067 1.4076 0.9102 -3.2340
O 2.2142 -2.4458 -3.1118 -1.4289 -0.4836 3.8194
H -3.0463 2.4143 -1.4969 -1.8759 1.9042 1.2928
H -1.7456 1.7098 -1.2787 0.6267 0.4792 0.4271
O -2.4489 1.8690 -1.9208 -0.1608 -1.6922 -1.9712
H 1.6962 1.4806 0.7327 3.1695 4.1560 -0.0980
H 2.1223 -0.5731 0.3679 0.7604 -1.8521 -0.1672
O 1.1865 0.7569 0.7809 -4.0619 -3.7925 -0.2343
H -1.4517 4.1332 1.4144 0.1115 0.2502 -0.5559
H -2.9715 3.9484 1.6917 -2.7150 -1.0217 -1.6755
O -2.1759 4.1994 2.0431 2.8141 0.9954 2.1509
H -0.4494 0.8263 -1.8635 0.0731 0.0795 0.5338
H -0.2375 -0.1560 -2.9549 -1.1612 -0.1730 1.7840
O -0.6702 -0.0957 -2.0391 1.6145 -0.5820 -2.3104